[1]
The following is a DFT calculation (wB97M-V/def2-TZVPD) of a structure of composition C3H7BrN2Si in a non-equilibrium geometry.

```
14
C3H7BrN2Si | the Open Molecules 2025 dataset | wB97M-V/def2-TZVPD
C 1.73110 0.82040 0.46960
C 0.66108 1.90416 0.45918
C -1.23872 -2.35829 -1.90737
N 1.44550 -0.34903 0.85309
N -0.55565 1.23656 0.80933
Si -0.27016 -0.47499 0.92405
Br -1.13353 -1.30338 2.72032
H 2.68890 1.15305 0.13752
H 0.88781 2.58278 1.19228
H 0.59968 2.17698 -0.54070
H -2.21784 -2.18297 -2.19093
H -0.47616 -1.57225 -1.90342
H -0.76023 -3.34391 -2.03910
H -1.36180 1.71090 1.01614
```

Results
HOMO level (alpha / beta) (eV): -8.86 / -7.33
Energy (a.u.): -3091.4572
ΔE to the lowest compared entry with this formula, charge and spin (eV): 3.374

=====

[2]
The following is a DFT calculation (wB97M-V/def2-TZVPD) of a cluster of 12 separate species, C5H30NO13 in total in a non-equilibrium geometry.

```
49
C5H30NO13 | the Open Molecules 2025 dataset | wB97M-V/def2-TZVPD
C -0.28606 -0.79359 0.25333
C -0.00070 -0.70762 1.83764
C -1.20689 -0.89348 2.60157
C -1.22629 -1.02875 3.91418
N -0.34644 0.49857 -0.20768
C 0.83547 1.30810 -0.68999
O 1.95221 0.81429 -0.77688
O 0.38372 2.39005 -1.01215
H 0.54568 -1.44058 -0.29133
H -1.09523 -1.40021 0.07818
H 0.28458 0.34350 2.00800
H 0.78767 -1.40203 2.09481
H -2.19987 -1.00755 1.97530
H -2.15372 -1.14362 4.54389
H -0.52264 -0.57559 4.50589
H -1.07939 1.08675 0.25464
H 1.51225 2.54545 3.54187
H 0.39623 1.57450 3.23835
O 0.68061 2.27043 3.80208
H -0.83846 0.33033 -2.16141
H -1.72506 -0.82456 -2.69746
O -1.04326 -0.29840 -2.92210
H -1.60152 3.31700 2.33351
H -1.45951 2.83735 3.70902
O -1.90909 2.54572 2.89739
H 1.74409 -4.16670 -1.55639
H 0.46065 -3.94541 -2.31636
O 0.96502 -4.57913 -1.84015
H 2.91544 -3.49877 -2.18981
H 2.61813 -2.50158 -0.96708
O 3.21162 -3.19379 -1.25953
H 1.44986 -1.09670 -1.83967
H 0.45003 -1.45717 -2.91685
O 1.17586 -1.79190 -2.51534
H -0.83340 -4.63547 1.31470
H -0.66475 -3.38507 0.53795
O -1.30911 -3.71005 1.16460
H -1.04101 3.01880 -2.63090
H -1.04349 1.95938 -3.77073
O -1.56510 2.69601 -3.33788
H 0.48836 4.86679 0.49208
H -0.62158 3.60969 0.31645
O -0.39734 4.59353 0.61931
H 2.75139 2.62318 -0.05151
H 1.78778 3.51264 -0.57280
O 2.59031 3.56415 0.02315
H -3.28408 -2.76344 -0.96620
H -2.15718 -3.58206 -0.52365
O -2.50287 -3.25050 -1.28490
```

Results
HOMO level (eV): -6.26
Net charge: -1
Energy (a.u.): -1241.3859
ΔE to the lowest compared entry with this formula, charge and spin (eV): 3.710

=====

[3]
The following is a DFT calculation (wB97M-V/def2-TZVPD) of an isolated molecule of C13H21BS in a non-equilibrium geometry.

```
36
C13H21BS | the Open Molecules 2025 dataset | wB97M-V/def2-TZVPD
S -1.77890 0.10309 0.56354
B -0.15015 -0.06259 1.36633
C -1.45915 1.09660 -3.33590
C -1.54147 1.22017 -1.95743
C -1.28861 -0.16758 -3.89003
C -1.32519 -1.14663 -1.73289
C -1.50854 0.08304 -1.14488
C -1.18966 -1.30187 -3.09953
C -0.95648 -2.63516 -3.70846
C 3.71203 0.15557 0.19693
C -1.39733 1.70591 3.39027
C 1.15166 0.06433 0.46033
C -0.06167 -0.39062 2.90081
C 2.49342 0.45103 1.06220
C -0.33181 0.73438 3.90555
H -1.62555 1.93314 -4.00317
H -1.74190 2.16463 -1.41941
H -1.19853 -0.22204 -4.96237
H -1.17566 -2.00461 -1.07576
H -1.86315 -3.19811 -3.84459
H -0.43222 -2.51396 -4.65026
H -0.34372 -3.23958 -3.06264
H 3.87336 -0.92917 0.13142
H 4.61394 0.60607 0.65175
H 3.55707 0.55424 -0.81481
H -1.10138 2.22668 2.46325
H -2.34500 1.16880 3.20439
H -1.64404 2.46378 4.16695
H 0.78826 0.87709 -0.16301
H 1.25710 -0.81014 -0.18303
H -0.80748 -1.17400 3.01818
H 0.85751 -0.91349 3.15868
H 2.45714 1.54746 1.29227
H 2.59055 -0.00394 2.02592
H -0.67223 0.29848 4.85146
H 0.58778 1.25899 4.23791
```

Results
HOMO level (eV): -8.95
Structure (SMILES): CCCB(CCC)Sc1cccc(C)c1
Energy (a.u.): -931.0071
ΔE to the lowest compared entry with this formula, charge and spin (eV): 0.000

=====

[4]
The following is a DFT calculation (wB97M-V/def2-TZVPD) of a structure of composition C13H16Cl2N2Pb in a non-equilibrium geometry.

```
34
C13H16Cl2N2Pb | the Open Molecules 2025 dataset | wB97M-V/def2-TZVPD
Pb -1.77661 -0.14323 -2.32878
Cl 0.50854 0.99563 -2.20948
Cl -2.98894 -0.10425 -0.08108
C -2.98563 1.30486 -3.11366
H -4.02827 1.42288 -2.74576
H -2.63310 2.14293 -3.75452
C 0.17066 -2.09562 0.10156
C -0.18335 -2.33583 -1.12095
H -0.56330 -1.74232 0.83199
C 0.81119 -2.62457 -2.22686
H -1.24599 -2.49125 -1.36507
C 2.11389 -3.18998 -1.63763
H 0.38360 -3.33257 -2.95241
H 1.04678 -1.69498 -2.78456
C 2.62767 -2.35341 -0.45807
H 1.88434 -4.20178 -1.26778
H 2.86382 -3.29149 -2.42625
C 1.55606 -2.28434 0.64281
H 3.54737 -2.78825 -0.02789
H 2.87209 -1.33612 -0.79240
H 1.60663 -3.23031 1.20969
H 1.82055 -1.49861 1.36495
N -0.98928 5.70585 4.27522
C -0.84555 4.75366 3.60814
C -0.68313 3.57920 2.77456
C -0.13025 3.70905 1.49467
C -0.02218 2.55188 0.70477
N -0.40413 1.36266 1.13611
C -0.97296 1.23004 2.32869
C -1.09251 2.31486 3.21742
H 0.20598 4.66073 1.08987
H 0.39280 2.59404 -0.30194
H -1.35671 0.24485 2.59925
H -1.51009 2.16579 4.21541
```

Results
HOMO level (alpha / beta) (eV): -8.90 / -9.41
Energy (a.u.): -1727.5825
ΔE to the lowest compared entry with this formula, charge and spin (eV): 1.671

=====

[5]
The following is a DFT calculation (wB97M-V/def2-TZVPD) of a structure of composition C32H28AsCl10HoNO2 in a non-equilibrium geometry.

```
75
C32H28AsCl10HoNO2 | the Open Molecules 2025 dataset | wB97M-V/def2-TZVPD
Ho -0.42862 0.29259 -0.01094
Cl 0.09381 -2.60667 -1.53817
C -0.06497 -1.37982 -2.83231
C -0.25241 -0.07083 -2.51723
C -0.32866 0.78265 -3.59058
Cl -0.48964 2.53353 -3.36091
C -0.32761 0.33930 -4.90369
Cl -0.48452 1.43623 -6.24490
C -0.22954 -1.00805 -5.16572
Cl -0.12115 -1.56157 -6.80956
C -0.09695 -1.90166 -4.11819
Cl 0.17574 -3.60685 -4.35729
Cl 0.92999 3.57161 0.02576
C 0.22411 3.25184 1.59950
C 0.03900 1.91132 1.96178
C -0.53704 1.78771 3.22006
Cl -0.65346 0.14993 3.86702
C -0.92990 2.84534 4.03740
Cl -1.63319 2.51147 5.60367
C -0.78347 4.14113 3.56649
Cl -1.38299 5.43069 4.51192
C -0.16416 4.32848 2.35889
Cl 0.17690 5.95181 1.80983
C -3.63034 -1.64391 2.05446
C -2.63457 -2.09881 1.00400
C -3.40813 -2.81067 -0.10899
C -1.61083 -3.04279 1.63660
O -1.99740 -0.97626 0.42725
H -4.19661 -2.49430 2.42815
H -4.28229 -0.89120 1.62944
H -3.13123 -1.16463 2.91349
H -3.90674 -3.71939 0.27001
H -2.68176 -3.05799 -0.86798
H -4.17004 -2.11624 -0.47627
H -2.08356 -3.80730 2.27362
H -0.90276 -2.43422 2.24779
H -1.01563 -3.55851 0.88097
C -3.05989 4.08729 -1.34133
As -3.42702 2.35831 -0.70454
C -4.15954 1.08182 -1.88439
C -4.55009 2.43014 0.82698
O -1.90348 1.96299 -0.28655
H -3.84330 4.80293 -1.22204
H -2.75328 3.94674 -2.37544
H -2.13953 4.27470 -0.80326
H -5.15263 1.37346 -2.22878
H -4.19865 0.13198 -1.34678
H -3.47578 1.01297 -2.73397
H -5.54418 2.75428 0.61038
H -4.10274 3.14521 1.51649
H -4.54512 1.45195 1.26197
N 1.64526 -0.47760 0.38979
C 2.85596 -0.78109 0.37417
C 3.88520 -0.07107 -0.45892
C 5.15831 0.24682 0.00895
C 6.08175 0.90434 -0.81787
C 5.69913 1.21893 -2.12272
C 4.43198 0.92247 -2.58507
C 3.49707 0.28990 -1.75808
C 3.33271 -1.98417 1.17947
C 4.32855 -2.84685 0.71681
C 4.60344 -3.99563 1.45359
C 3.96491 -4.30615 2.63230
C 3.01164 -3.41904 3.10581
C 2.69538 -2.28887 2.37471
H 5.40194 0.00444 1.07533
H 7.09469 1.17139 -0.50870
H 6.40434 1.72445 -2.78868
H 4.20054 1.17127 -3.60784
H 2.48724 0.02941 -2.12100
H 4.89271 -2.56738 -0.17376
H 5.34551 -4.64032 1.04868
H 4.26555 -5.23695 3.12833
H 2.48980 -3.65974 4.00448
H 2.00217 -1.53724 2.73617
```

Results
HOMO level (alpha / beta) (eV): -4.56 / -4.58
Net charge: -1
Energy (a.u.): -9227.3405
Multiplicity: 5
ΔE to the lowest compared entry with this formula, charge and spin (eV): 0.000